Entry 1:
{"formula": "C12H16AsF6NO4P2PtS6", "method": "ωB97M-V/def2-TZVPD", "elements": ["Pt", "S", "As", "S", "S", "S", "C", "P", "C", "C", "C", "C", "C", "C", "C", "P", "C", "C", "H", "H", "H", "H", "H", "H", "H", "H", "H", "H", "H", "H", "H", "H", "H", "H", "F", "C", "F", "F", "S", "O", "O", "N", "S", "O", "O", "C", "F", "F", "F"], "positions_angstrom": [[0.45764, 0.30576, -0.86603], [1.86004, 3.78906, -2.30533], [-0.61916, 3.44556, -2.29373], [2.49054, 3.58586, -0.50703], [-0.76666, 1.35166, -2.83793], [-1.23486, 3.44726, -0.26593], [0.82594, -0.44204, 2.42687], [0.27594, 0.96846, 1.40497], [1.01864, 2.36286, 2.31897], [-1.52246, 1.00026, 1.72567], [-2.09146, 1.83076, 2.68267], [-3.46696, 1.90986, 2.81557], [-4.29396, 1.16196, 1.99487], [-3.73806, 0.32096, 1.04887], [-2.36076, 0.22656, 0.90987], [-1.62866, -0.85444, -0.36443], [-2.86896, -0.96284, -1.69943], [-1.78386, -2.52854, 0.35887], [0.51464, -0.29224, 3.46217], [1.90994, -0.50044, 2.34877], [0.40824, -1.36454, 2.03347], [0.89584, 2.20406, 3.38997], [0.56864, 3.30386, 2.00937], [2.08294, 2.37986, 2.07747], [-1.46336, 2.45266, 3.30257], [-3.89006, 2.58746, 3.53977], [-5.36736, 1.24076, 2.07757], [-4.37826, -0.24694, 0.39287], [-3.19786, 0.03386, -1.98683], [-3.71386, -1.58134, -1.39763], [-2.35886, -1.41764, -2.54863], [-2.74976, -2.59934, 0.85737], [-0.98526, -2.74454, 1.05807], [-1.72036, -3.24014, -0.46063], [5.09754, 1.68936, -2.09463], [4.76964, 0.39806, -2.18543], [5.67534, -0.30424, -1.50683], [4.85184, 0.04326, -3.46483], [3.02834, 0.08946, -1.55963], [3.02504, 0.38166, -0.15513], [2.23334, 0.96116, -2.38393], [2.90284, -1.42984, -1.91013], [1.55534, -2.09994, -1.47303], [1.30134, -2.09574, -0.05903], [0.41904, -1.83424, -2.31213], [1.95024, -3.88744, -1.84173], [0.89994, -4.63664, -1.47713], [2.17594, -4.10784, -3.13053], [3.00604, -4.30144, -1.14883]], "e_homo_ev": [-7.380, -7.381], "lumo_energy_ev": [-2.928, -2.849], "orbital_gap_ha": [0.16359, 0.16652], "e_above_lowest_ev": 4.535}



Entry 2:
{"formula": "C12H16B2BeCl2F14N5O4S2", "method": "ωB97M-V/def2-TZVPD", "elements": ["Be", "B", "F", "F", "F", "F", "B", "F", "F", "F", "F", "C", "F", "F", "F", "S", "O", "O", "N", "S", "O", "O", "C", "F", "F", "F", "C", "C", "N", "H", "H", "H", "C", "C", "N", "H", "H", "H", "C", "C", "N", "H", "H", "H", "C", "C", "N", "H", "H", "H", "Cl", "C", "C", "Cl", "H", "H", "H", "H"], "positions_angstrom": [[7.43758, -3.79883, 12.95547], [8.07072, -4.02986, 9.37284], [7.42725, -3.86349, 10.64128], [9.39022, -3.61014, 9.29186], [8.07248, -5.37368, 9.05513], [7.25732, -3.38328, 8.45389], [9.78274, -5.57977, 12.22968], [9.84937, -4.20234, 12.65003], [10.53658, -6.35179, 13.08967], [8.40068, -5.89811, 12.22063], [10.16976, -5.68079, 10.92080], [5.33603, -5.22685, 16.61142], [5.38510, -5.95035, 17.73503], [4.14152, -5.37051, 16.09236], [5.49486, -3.93414, 16.86956], [6.72944, -5.83431, 15.41565], [7.88387, -4.98743, 15.63973], [7.06012, -7.19449, 15.72859], [6.13833, -5.58606, 13.83740], [5.48899, -7.03934, 13.45082], [6.44664, -8.03771, 13.03446], [4.40804, -7.48698, 14.33605], [4.51748, -6.47722, 11.87950], [3.51028, -5.67604, 12.19650], [5.35626, -5.81745, 11.04695], [4.12636, -7.47896, 11.11040], [2.26258, -10.04530, 13.36582], [1.73866, -10.57229, 14.58980], [1.36934, -11.13034, 15.52156], [1.54400, -10.38001, 12.61662], [3.13896, -10.68369, 13.22870], [2.50167, -8.98798, 13.31438], [7.43464, -11.48482, 13.95700], [8.41840, -12.24778, 13.20589], [9.20474, -12.85343, 12.62598], [7.78765, -10.45697, 14.02869], [7.39157, -11.97034, 14.93441], [6.39533, -11.50100, 13.63517], [0.69401, -7.11846, 11.14417], [0.20956, -8.49919, 11.11422], [-0.12929, -9.58804, 11.00846], [1.28781, -6.82818, 10.28023], [1.31426, -7.03591, 12.03516], [-0.19920, -6.49671, 11.18608], [8.84199, -2.57264, 17.54525], [8.04859, -1.69866, 18.41136], [7.51430, -0.94772, 19.09276], [9.81580, -2.11065, 17.39302], [8.35019, -2.79956, 16.60216], [8.99215, -3.55501, 17.99247], [0.78764, -4.13909, 13.13410], [1.86599, -3.96140, 14.53805], [0.99094, -3.51490, 15.75502], [2.07957, -3.05630, 17.08240], [2.68981, -3.27541, 14.36142], [2.24848, -4.94650, 14.79301], [0.40133, -4.34039, 16.14278], [0.39094, -2.67203, 15.42112]], "e_homo_ev": -8.810, "lumo_energy_ev": -3.105, "charge": -1, "orbital_gap_ha": 0.20968}



Entry 3:
{"formula": "C12H16BBr8O10V", "method": "ωB97M-V/def2-TZVPD", "elements": ["O", "V", "O", "O", "C", "O", "B", "O", "C", "O", "O", "C", "O", "C", "O", "O", "Br", "C", "C", "Br", "H", "H", "H", "H", "Br", "C", "C", "Br", "H", "H", "H", "H", "Br", "C", "C", "Br", "H", "H", "H", "H", "Br", "C", "C", "Br", "H", "H", "H", "H"], "positions_angstrom": [[6.11683, -3.51074, -8.92179], [4.89946, -4.41270, -9.57270], [4.29167, -3.71841, -10.85336], [-0.38054, -0.13785, -5.63113], [-0.16225, -0.63330, -4.50343], [-0.78371, -0.31105, -3.43590], [-0.27491, -1.15273, -2.28999], [0.89154, -1.83557, -2.78143], [0.90418, -1.66183, -4.12688], [1.58402, -2.23062, -4.92011], [-1.30579, -2.15421, -1.86075], [-1.61161, -1.98148, -0.64134], [-2.18120, -2.85277, -0.02157], [-0.83176, -0.77150, -0.07988], [-0.01840, -0.31147, -1.11058], [-1.01864, -0.22689, 0.99465], [7.09314, -0.93537, -3.12398], [7.27971, -2.28164, -1.72996], [7.70265, -3.57967, -2.35404], [7.90091, -5.02209, -0.95755], [6.37977, -2.24723, -1.11595], [7.95475, -1.93727, -0.94648], [8.59117, -3.41952, -2.96477], [7.00517, -3.97773, -3.09104], [-6.23394, 1.93114, -3.11804], [-6.11983, 3.77221, -3.92905], [-5.06694, 4.72780, -3.27077], [-5.62318, 5.11502, -1.39469], [-7.09337, 4.26245, -3.92947], [-5.85209, 3.63395, -4.97656], [-4.97377, 5.67990, -3.79321], [-4.07882, 4.26840, -3.24516], [-7.60177, 2.46664, 5.56808], [-6.40396, 0.92775, 5.74333], [-5.25522, 1.13412, 6.76895], [-4.49617, -0.64935, 6.88868], [-5.97869, 0.85206, 4.74256], [-6.98498, 0.01028, 5.83678], [-5.60981, 1.36158, 7.77425], [-4.42082, 1.82788, 6.66614], [3.25652, -0.23975, 8.28521], [2.12025, 1.02093, 7.16771], [3.07811, 1.78155, 6.28895], [4.12814, 0.56017, 5.08022], [1.51967, 1.71351, 7.75740], [1.35985, 0.49429, 6.59106], [3.82256, 2.25847, 6.92647], [2.48210, 2.39263, 5.61112]], "e_homo_ev": -8.575, "lumo_energy_ev": -7.131, "orbital_gap_ha": 0.05309, "e_above_lowest_ev": 3.279}



Entry 4:
{"formula": "C12H16Br6O2", "method": "ωB97M-V/def2-TZVPD", "elements": ["Br", "C", "C", "Br", "H", "H", "H", "H", "Br", "C", "C", "Br", "H", "H", "H", "H", "Br", "C", "C", "Br", "H", "H", "H", "H", "C", "C", "C", "O", "C", "C", "C", "O", "H", "H", "H", "H"], "positions_angstrom": [[5.83885, 9.88598, 0.53629], [3.97367, 10.11842, -0.15486], [3.04900, 10.43252, 1.07165], [2.61131, 8.64827, 1.97055], [3.54333, 9.24800, -0.65012], [4.09234, 10.85955, -0.94526], [2.12867, 11.00480, 0.95510], [3.65678, 10.99059, 1.78387], [-4.22932, 8.84202, 3.95392], [-2.57531, 8.88287, 5.05499], [-2.70043, 8.03460, 6.32639], [-1.15995, 8.48166, 7.58935], [-2.40661, 9.90884, 5.38210], [-1.76634, 8.48251, 4.44392], [-2.80652, 6.98768, 6.04212], [-3.60556, 8.23175, 6.90084], [0.71906, 15.32692, 0.29191], [1.83832, 14.11240, 1.25253], [2.71636, 13.45381, 0.19258], [4.38370, 12.94526, 1.03857], [1.38241, 13.54759, 2.06570], [2.53176, 14.69739, 1.85671], [3.01222, 14.16252, -0.58091], [2.43331, 12.60512, -0.43009], [0.84589, 9.93695, 3.92497], [1.01790, 11.03762, 3.27132], [0.47432, 12.39165, 3.70476], [0.53239, 13.47777, 3.13466], [-0.33803, 12.27500, 4.95807], [-0.58267, 11.06315, 5.60713], [0.03562, 9.77216, 5.18290], [-0.12896, 8.71055, 5.76538], [1.30107, 9.00635, 3.61969], [1.59734, 11.06021, 2.36020], [-0.81323, 13.17333, 5.32356], [-1.29059, 11.23444, 6.40457]], "e_homo_ev": -8.021, "lumo_energy_ev": -2.527, "orbital_gap_ha": 0.20187}



Entry 5:
{"formula": "C12H16ClF4N2O24S4Y", "method": "ωB97M-V/def2-TZVPD", "elements": ["Y", "Cl", "O", "O", "O", "O", "N", "S", "O", "O", "F", "S", "O", "O", "F", "N", "S", "O", "O", "F", "S", "O", "O", "F", "C", "C", "O", "C", "O", "O", "H", "H", "H", "H", "C", "C", "O", "C", "O", "O", "H", "H", "H", "H", "C", "C", "O", "C", "O", "O", "H", "H", "H", "H", "C", "C", "O", "C", "O", "O", "H", "H", "H", "H"], "positions_angstrom": [[0.43200, -0.23408, -0.35407], [4.01029, -0.52771, -1.86394], [4.36450, 0.28290, -0.71510], [4.37594, 0.11709, -3.09598], [4.73732, -1.77984, -1.69841], [2.54741, -0.77745, -1.85113], [-0.17726, 1.05976, -2.01047], [-1.49675, 1.14299, -3.02576], [-1.56250, 0.30494, -4.22526], [-2.28103, 2.34736, -3.10021], [-2.45295, 0.34111, -2.00859], [0.54139, 2.26582, -3.11743], [-0.00563, 3.58816, -3.05481], [1.05867, 1.64237, -4.33916], [1.88069, 2.37838, -2.23687], [0.92547, -1.59705, 1.26862], [1.72142, -2.89176, 1.68156], [0.92471, -4.09104, 1.93021], [3.01240, -2.75817, 2.36182], [2.11151, -3.08681, 0.16325], [0.53057, -1.52332, 3.00349], [1.52602, -0.99360, 3.88420], [-0.59475, -2.35216, 3.50376], [-0.29459, -0.20805, 2.56122], [3.03942, 3.79011, 3.08764], [4.30435, 3.26107, 2.48098], [3.83968, 1.97800, 2.00959], [2.54659, 2.03838, 1.81824], [1.82255, 1.25453, 1.11413], [2.14763, 3.19258, 2.20719], [3.04328, 4.87966, 3.11867], [3.08151, 3.50337, 4.13840], [5.04987, 3.04125, 3.24516], [4.69882, 3.84479, 1.64925], [-2.30653, 4.88039, -0.39680], [-1.57943, 5.28444, 0.85675], [-0.86083, 4.01602, 1.21569], [-1.28842, 3.01820, 0.49086], [-0.82415, 1.88455, 0.56534], [-2.25558, 3.44414, -0.35681], [-1.83079, 5.29171, -1.28707], [-3.34769, 5.17652, -0.26873], [-2.32833, 5.51272, 1.61513], [-0.94207, 6.16705, 0.80312], [-1.10489, -4.40465, -4.21094], [-0.74832, -5.33188, -3.01556], [-0.55855, -4.54041, -1.87219], [-0.41368, -3.23112, -2.33465], [-0.01075, -2.28798, -1.62277], [-0.87231, -3.13690, -3.61155], [-2.15690, -4.41720, -4.49590], [-0.45347, -4.61561, -5.05903], [0.07609, -6.02316, -3.19041], [-1.70957, -5.83533, -2.91238], [-3.76019, -2.21412, 2.91581], [-3.66996, -3.36425, 1.96295], [-2.87549, -2.92947, 0.91757], [-2.60629, -1.65872, 1.08362], [-1.88765, -0.98665, 0.36008], [-3.33199, -1.16844, 2.07242], [-3.18690, -2.25125, 3.84212], [-4.75690, -1.98999, 3.29586], [-4.67539, -3.57563, 1.59891], [-3.14192, -4.14625, 2.50862]], "e_homo_ev": -8.911, "lumo_energy_ev": -1.589, "orbital_gap_ha": 0.26909, "e_above_lowest_ev": 1.078}



Entry 6:
{"formula": "C12H16ClN3O2", "method": "ωB97M-V/def2-TZVPD", "elements": ["C", "C", "H", "H", "O", "C", "O", "C", "C", "H", "H", "C", "N", "C", "N", "N", "C", "C", "C", "H", "H", "Cl", "C", "H", "C", "H", "H", "H", "H", "H", "H", "H", "H", "H"], "positions_angstrom": [[-4.89090, -1.56732, -0.82445], [-4.46030, -0.57119, 0.23499], [-4.74233, -0.90782, 1.23868], [-4.91176, 0.41312, 0.06894], [-3.03739, -0.43899, 0.17902], [-2.49172, 0.46997, 0.98704], [-3.12635, 1.16805, 1.73328], [-0.98455, 0.54245, 0.81834], [-0.67170, 1.16362, -0.54828], [-1.06285, 0.52269, -1.33827], [-1.15482, 2.13829, -0.63447], [0.83632, 1.34808, -0.69016], [1.53602, 0.12807, -0.34443], [2.87069, 0.09949, -0.15410], [3.40378, -1.06639, 0.24145], [4.67451, -1.19032, 0.45263], [5.48219, -0.17182, 0.28278], [5.04171, 1.08945, -0.14378], [3.69917, 1.23189, -0.37160], [3.29577, 2.17023, -0.71572], [5.73954, 1.89875, -0.28775], [7.15175, -0.44339, 0.59733], [0.73001, -1.05580, -0.15412], [1.40495, -1.86779, 0.11442], [-0.31004, -0.83782, 0.94759], [-1.05506, -1.62997, 0.87754], [0.17349, -0.91282, 1.92142], [0.23465, -1.30745, -1.09778], [1.15578, 2.15168, -0.01512], [1.07738, 1.64873, -1.71970], [-0.61618, 1.21836, 1.59563], [-5.96991, -1.68563, -0.79532], [-4.42295, -2.53151, -0.64526], [-4.59891, -1.21690, -1.81077]], "e_homo_ev": -8.202, "lumo_energy_ev": 0.572, "smiles": "CCOC(=O)C1CCN(c2ccc(Cl)nn2)CC1", "orbital_gap_ha": 0.32244, "e_above_lowest_ev": 0.146}